No. 1
Molecular formula: C27H81O36P9
Method: DFT, wB97M-V/def2-TZVPD

```
153
Properties=species:S:1:pos:R:3:mulliken_charge:R:1
C 0.641 -0.561 0.175 -0.708
O -0.012 -0.091 -0.959 -0.215
P -0.223 -1.100 -2.221 0.972
O -0.500 -2.511 -1.889 -0.698
O -1.395 -0.457 -3.165 -0.218
C -2.582 0.071 -2.602 -0.721
O 1.143 -0.826 -3.048 -0.324
C 1.404 0.481 -3.549 -0.621
H 1.543 -1.114 -0.091 0.310
H -0.026 -1.263 0.675 0.289
H 0.975 0.211 0.868 0.254
H -3.436 -0.493 -2.978 0.252
H -2.627 1.107 -2.938 0.297
H -2.669 0.273 -1.535 0.310
H 1.091 0.599 -4.587 0.243
H 2.452 0.755 -3.433 0.279
H 0.948 1.210 -2.880 0.297
C -8.842 6.104 -0.502 -0.627
O -8.610 6.187 -1.904 -0.293
P -7.150 6.631 -2.433 1.055
O -6.053 5.707 -2.055 -0.676
O -6.946 8.077 -1.777 -0.274
C -5.672 8.771 -1.932 -0.731
O -7.352 6.954 -4.047 -0.346
C -8.399 7.702 -4.565 -0.603
H -8.160 6.716 0.088 0.292
H -8.736 5.036 -0.311 0.248
H -9.821 6.429 -0.150 0.268
H -5.242 9.147 -1.003 0.285
H -5.691 9.672 -2.545 0.277
H -4.902 8.129 -2.359 0.320
H -8.952 8.066 -3.700 0.314
H -9.028 7.016 -5.132 0.244
H -7.995 8.550 -5.118 0.247
C -4.846 -0.462 7.849 -0.658
O -4.959 -0.007 6.513 -0.259
P -3.713 -0.298 5.491 0.982
O -3.032 -1.600 5.595 -0.670
O -2.778 1.046 5.658 -0.254
C -1.795 1.067 6.697 -0.769
O -4.418 -0.013 4.056 -0.342
C -5.154 1.139 3.725 -0.582
H -5.818 -0.331 8.327 0.249
H -4.085 0.118 8.372 0.281
H -4.571 -1.512 7.951 0.315
H -1.975 1.828 7.456 0.304
H -0.800 1.372 6.370 0.271
H -1.586 0.106 7.166 0.342
H -5.397 1.679 4.640 0.278
H -6.050 0.962 3.129 0.257
H -4.527 1.845 3.180 0.255
C -2.947 -1.420 -9.294 -0.579
O -1.700 -0.794 -9.559 -0.293
P -0.358 -1.654 -9.607 0.974
O 0.868 -0.801 -9.563 -0.684
O -0.534 -2.762 -8.416 -0.216
C 0.492 -3.661 -8.205 -0.777
O -0.463 -2.480 -10.969 -0.298
C -0.748 -1.881 -12.230 -0.685
H -2.994 -1.579 -8.217 0.226
H -3.005 -2.391 -9.787 0.322
H -3.794 -0.790 -9.562 0.253
H 1.515 -3.332 -8.387 0.347
H 0.355 -4.611 -8.722 0.284
H 0.519 -3.911 -7.145 0.278
H 0.036 -2.156 -12.936 0.269
H -0.829 -0.796 -12.163 0.323
H -1.726 -2.222 -12.570 0.256
C -7.474 -9.989 -0.332 -0.626
O -6.995 -8.653 -0.158 -0.270
P -7.261 -7.565 -1.295 1.039
O -8.657 -7.623 -1.865 -0.689
O -6.728 -6.117 -0.676 -0.342
C -5.365 -5.887 -0.290 -0.691
O -6.125 -7.864 -2.441 -0.300
C -6.045 -6.929 -3.523 -0.679
H -7.071 -10.682 0.407 0.252
H -7.233 -10.287 -1.352 0.288
H -8.549 -10.121 -0.213 0.277
H -5.025 -4.897 -0.594 0.267
H -4.736 -6.767 -0.426 0.337
H -5.386 -5.833 0.798 0.298
H -5.783 -7.539 -4.388 0.233
H -5.263 -6.183 -3.385 0.239
H -7.011 -6.428 -3.594 0.367
C 4.270 -10.965 3.874 -0.690
O 2.877 -10.589 3.808 -0.310
P 2.377 -9.111 3.447 1.033
O 3.007 -8.007 4.297 -0.670
O 2.598 -8.925 1.863 -0.312
C 2.091 -7.769 1.190 -0.663
O 0.744 -9.129 3.468 -0.292
C -0.016 -8.505 4.478 -0.671
H 4.617 -11.532 3.010 0.295
H 4.446 -11.634 4.716 0.268
H 4.962 -10.126 3.950 0.317
H 1.145 -7.999 0.699 0.273
H 2.705 -7.354 0.390 0.284
H 1.926 -6.928 1.864 0.298
H -0.677 -9.214 4.976 0.261
H -0.689 -7.768 4.039 0.257
H 0.550 -7.990 5.254 0.320
C 10.648 3.109 -5.081 -0.672
O 10.196 2.451 -3.917 -0.322
P 9.562 3.347 -2.667 1.017
O 10.121 4.726 -2.507 -0.660
O 7.956 3.301 -2.933 -0.279
C 7.047 4.038 -2.137 -0.721
O 9.762 2.383 -1.330 -0.259
C 11.033 2.269 -0.717 -0.704
H 10.254 4.126 -5.101 0.314
H 10.148 2.653 -5.935 0.286
H 11.730 3.132 -5.208 0.250
H 6.377 4.648 -2.742 0.273
H 7.552 4.789 -1.530 0.320
H 6.466 3.411 -1.461 0.284
H 11.835 2.877 -1.135 0.309
H 11.356 1.237 -0.577 0.292
H 10.963 2.539 0.337 0.271
C 0.436 7.654 6.529 -0.654
O -0.186 8.276 5.440 -0.291
P 0.527 8.414 3.966 1.027
O -0.335 9.119 2.967 -0.681
O 1.919 9.209 4.227 -0.294
C 1.809 10.614 4.464 -0.714
O 1.088 6.956 3.501 -0.279
C 0.295 5.962 2.869 -0.661
H -0.142 6.772 6.801 0.264
H 0.466 8.430 7.295 0.248
H 1.393 7.220 6.240 0.327
H 1.782 11.170 3.526 0.283
H 2.581 11.033 5.109 0.287
H 0.894 10.922 4.970 0.310
H 0.760 5.753 1.905 0.245
H -0.707 6.350 2.686 0.328
H 0.227 5.003 3.383 0.257
C 8.272 -1.208 4.644 -0.692
O 7.526 -0.019 4.858 -0.322
P 6.101 0.196 4.129 1.035
O 6.126 -0.048 2.660 -0.675
O 5.092 -0.716 4.941 -0.279
C 4.648 -1.993 4.660 -0.679
O 5.731 1.628 4.582 -0.313
C 6.583 2.738 4.374 -0.648
H 7.784 -1.955 4.018 0.308
H 8.545 -1.706 5.574 0.268
H 9.158 -0.942 4.068 0.273
H 4.883 -2.348 3.656 0.335
H 3.583 -2.099 4.866 0.257
H 5.085 -2.652 5.410 0.279
H 6.139 3.505 3.739 0.282
H 7.587 2.473 4.044 0.301
H 6.758 3.279 5.304 0.270
```

The value obtained for the energy is -6858.82438 a.u. The molecular weight comes out at 1260.7 g/mol. Its lowest unoccupied orbital energy is 0.06 eV. As for the charge: 0. As for the energy relative to the best compared isomer or geometry (same formula, charge and spin): 5.833 eV. For the HOMO-LUMO gap, the calculation gives 10.314 eV. Its structure (SMILES) is COP(=O)(OC)OC.COP(=O)(OC)OC.COP(=O)(OC)OC.COP(=O)(OC)OC.COP(=O)(OC)OC.COP(=O)(OC)OC.COP(=O)(OC)OC.COP(=O)(OC)OC.COP(=O)(OC)OC.

No. 2
Molecular formula: C27H81O36P9
Method: DFT, wB97M-V/def2-TZVPD

```
153
Properties=species:S:1:pos:R:3:mulliken_charge:R:1
C 9.282 15.536 -0.403 -0.849
O 8.658 14.576 -1.195 0.146
P 8.483 13.015 -0.632 0.827
O 8.192 12.916 0.820 -0.755
O 7.361 12.360 -1.569 -0.194
C 7.485 12.215 -2.972 -0.359
O 9.857 12.340 -1.072 -0.339
C 11.003 12.321 -0.252 -0.760
H 10.252 15.898 -0.744 0.408
H 9.489 15.313 0.643 0.451
H 8.764 16.482 -0.560 0.106
H 7.119 11.226 -3.248 0.232
H 8.541 12.267 -3.241 0.393
H 6.885 12.966 -3.486 -0.104
H 10.830 12.963 0.611 0.317
H 11.751 12.885 -0.808 0.290
H 11.316 11.296 -0.049 0.247
C 2.846 10.009 -6.625 -0.697
O 2.569 9.773 -5.269 -0.396
P 3.145 10.898 -4.187 0.823
O 4.615 11.130 -4.090 -0.446
O 2.454 10.401 -2.812 -0.469
C 2.674 11.202 -1.659 -0.043
O 2.300 12.191 -4.645 -0.083
C 0.901 12.183 -4.862 -0.556
H 3.313 9.092 -6.986 0.262
H 3.560 10.828 -6.706 0.327
H 1.933 10.269 -7.160 0.246
H 3.705 11.536 -1.537 0.027
H 2.276 10.688 -0.785 0.355
H 2.078 12.095 -1.849 0.055
H 0.731 12.592 -5.858 0.276
H 0.557 12.874 -4.093 0.041
H 0.419 11.219 -4.696 0.380
C 1.244 17.967 -3.477 -0.533
O -0.082 17.505 -3.588 0.061
P -1.279 18.556 -3.937 0.557
O -0.945 19.430 -5.087 -0.741
O -1.284 19.307 -2.466 0.103
C -1.927 20.492 -2.337 -0.985
O -2.580 17.614 -4.066 -0.390
C -2.957 16.749 -3.028 -0.251
H 1.880 17.562 -4.265 0.336
H 1.692 17.623 -2.545 0.012
H 1.334 19.053 -3.486 0.361
H -1.794 21.090 -3.239 0.420
H -1.566 21.108 -1.514 0.236
H -2.983 20.332 -2.121 0.319
H -2.183 16.425 -2.333 -0.113
H -3.555 15.945 -3.456 0.286
H -3.623 17.278 -2.346 0.327
C 0.315 12.706 1.293 -0.298
O -0.695 13.623 0.933 -0.306
P -0.694 14.370 -0.489 -0.057
O 0.405 14.019 -1.429 -0.293
O -2.188 14.086 -1.058 -0.225
C -2.409 12.724 -1.434 -0.786
O -0.714 15.947 -0.117 0.717
C -1.796 16.557 0.567 -0.785
H 0.536 11.964 0.526 0.178
H 0.043 12.207 2.223 0.342
H 1.277 13.142 1.564 0.083
H -1.558 12.297 -1.966 0.250
H -3.266 12.655 -2.104 0.309
H -2.706 12.110 -0.583 0.263
H -1.537 17.059 1.500 0.252
H -2.503 15.781 0.860 0.350
H -2.271 17.294 -0.080 0.143
C 4.326 14.296 -2.427 0.132
O 5.263 15.045 -1.581 0.496
P 4.679 16.306 -0.686 -0.066
O 3.957 17.447 -1.405 -0.624
O 3.736 15.528 0.389 1.084
C 2.431 15.961 0.696 0.148
O 5.892 16.770 0.294 0.010
C 5.828 17.920 1.187 0.334
H 4.315 14.700 -3.439 0.236
H 3.302 14.213 -2.064 -0.373
H 4.724 13.284 -2.511 -0.351
H 1.913 15.240 1.329 -0.332
H 1.851 16.002 -0.226 -0.303
H 2.480 16.955 1.140 -0.063
H 5.487 17.499 2.132 -0.033
H 5.093 18.669 0.893 0.188
H 6.832 18.343 1.151 -0.702
C 6.857 19.871 -1.793 -0.382
O 7.959 19.467 -0.965 0.270
P 9.326 20.343 -0.902 0.538
O 9.134 21.682 -0.303 -0.741
O 10.382 19.331 -0.135 -0.285
C 10.024 18.877 1.196 -0.638
O 9.897 20.294 -2.475 -0.147
C 10.307 21.532 -3.061 -0.761
H 6.386 18.915 -2.024 -0.099
H 7.241 20.302 -2.717 0.422
H 6.238 20.546 -1.202 0.196
H 10.646 19.535 1.803 0.372
H 10.246 17.824 1.374 0.214
H 8.986 19.011 1.501 0.188
H 9.418 21.914 -3.563 0.319
H 10.975 21.223 -3.865 0.231
H 10.803 22.275 -2.437 0.304
C 10.989 17.093 -5.122 -0.361
O 10.395 16.476 -6.244 -0.387
P 8.943 15.739 -6.082 1.021
O 9.030 14.311 -5.662 -0.647
O 8.292 15.899 -7.551 -0.351
C 7.435 14.965 -8.073 -0.761
O 8.059 16.680 -5.044 -0.392
C 7.134 16.169 -4.145 -0.121
H 11.318 18.100 -5.377 0.235
H 11.748 16.456 -4.667 0.318
H 10.298 17.049 -4.280 0.045
H 7.798 14.781 -9.084 0.281
H 6.411 15.326 -8.173 0.300
H 7.297 13.976 -7.635 0.332
H 6.781 15.150 -4.300 0.136
H 6.211 16.744 -4.224 0.329
H 7.481 16.372 -3.132 -0.035
C 2.659 14.525 5.405 -0.858
O 2.910 14.291 4.005 -0.182
P 4.254 13.619 3.486 0.740
O 4.859 12.592 4.368 -0.820
O 3.822 13.152 1.990 0.247
C 4.493 12.111 1.310 -0.681
O 5.213 14.930 3.220 -0.186
C 6.623 14.761 3.022 -0.637
H 3.474 14.346 6.107 0.386
H 1.740 14.039 5.733 0.282
H 2.450 15.581 5.572 0.200
H 3.909 11.289 0.896 0.147
H 5.306 11.670 1.887 0.434
H 4.934 12.526 0.403 0.214
H 6.915 13.712 3.050 0.437
H 7.161 15.427 3.697 0.292
H 6.925 15.146 2.048 0.029
C 3.095 18.176 3.921 -0.607
O 2.875 19.005 2.777 0.047
P 1.313 19.403 2.467 0.824
O 0.394 18.232 2.487 -0.672
O 0.994 20.617 3.485 -0.401
C 1.893 21.567 3.966 -0.616
O 1.414 20.180 1.021 -0.522
C 1.461 19.539 -0.220 0.430
H 3.672 17.295 3.640 -0.124
H 2.201 18.057 4.534 0.499
H 3.854 18.776 4.422 0.348
H 2.257 21.353 4.971 0.257
H 1.416 22.547 3.955 0.280
H 2.742 21.608 3.284 0.234
H 2.449 19.544 -0.678 0.148
H 0.782 20.081 -0.878 0.116
H 1.174 18.492 -0.121 -0.306
```

The value obtained for the energy is -6858.89815 a.u. The molecular weight comes out at 1260.7 g/mol. Its lowest unoccupied orbital energy is 0.45 eV. As for the charge: 0. As for the energy relative to the best compared isomer or geometry (same formula, charge and spin): 3.826 eV. For the HOMO-LUMO gap, the calculation gives 10.701 eV. Its structure (SMILES) is COP(=O)(OC)OC.COP(=O)(OC)OC.COP(=O)(OC)OC.COP(=O)(OC)OC.COP(=O)(OC)OC.COP(=O)(OC)OC.COP(=O)(OC)OC.COP(=O)(OC)OC.COP(=O)(OC)OC.

Which of these has the lowest lowest unoccupied orbital energy? number 1

Which formula does entry 1 have? C27H81O36P9

Look up the molecular weight of the first one. 1260.7 g/mol